{
  "formula": "C24H20NO4S",
  "method": "ωB97M-V with the def2-TZVPD basis set",
  "total_charge": -1,
  "smiles": "CN(C)c1ccc([C@H](C2=C([O-])c3ccccc3C2=O)S(=O)(=O)c2ccccc2)cc1",
  "e_above_lowest_ev": 0.000,
  "orbital_gap_ev": 6.77,
  "e_tot_ev": -45728.5371,
  "species": ["S", "O", "O", "O", "O", "N", "C", "C", "C", "C", "C", "C", "C", "C", "C", "C", "C", "C", "C", "C", "C", "C", "C", "C", "C", "C", "C", "C", "C", "C", "H", "H", "H", "H", "H", "H", "H", "H", "H", "H", "H", "H", "H", "H", "H", "H", "H", "H", "H", "H"],
  "xyz": [[-0.91497, 1.16010, 1.69028], [-0.76313, 1.27111, 3.12019], [0.25978, -2.82456, 0.32091], [-2.04068, 0.45382, 1.11912], [1.82278, -0.06446, 3.81120], [0.32474, -0.23923, -4.67615], [0.45612, -1.50767, -5.37971], [0.57485, 0.30349, 1.05573], [-0.52919, 0.70787, -5.37742], [0.51768, 0.11853, -0.45401], [0.48996, -4.55867, 2.84198], [-2.76174, 4.57476, 0.48025], [1.23136, -0.96086, 3.21845], [0.66229, -0.97041, 1.86510], [1.59907, 0.52061, -1.25092], [1.54922, 0.39364, -2.63195], [0.46855, -2.34494, 1.43668], [0.64664, -3.18366, 2.67002], [-2.47568, 3.26666, 0.88442], [1.33705, -2.91986, 4.97179], [-1.70706, 5.46990, 0.23883], [0.42352, -0.18407, -3.26769], [-1.14970, 2.86176, 1.06082], [-0.56212, -0.50963, -1.06976], [-0.37901, 5.08242, 0.46193], [1.13840, -4.29200, 5.17379], [-0.10281, 3.77228, 0.88532], [0.71357, -5.11165, 4.10773], [-0.61501, -0.66558, -2.44813], [1.06567, -2.36975, 3.72133], [1.08617, -2.18663, -4.79414], [2.37235, 0.73954, -3.25176], [2.48577, 0.90755, -0.74784], [-1.46921, -1.15690, -2.91418], [-0.61170, 1.63900, -4.80407], [-1.39244, -0.91196, -0.50419], [-0.08601, 0.92550, -6.35675], [0.19429, -5.18099, 2.00071], [-1.93805, 6.46986, -0.13185], [0.56905, -6.18037, 4.27861], [-0.52381, -1.98164, -5.55840], [1.69393, -2.27557, 5.77137], [0.92108, 3.45721, 1.08760], [-3.27716, 2.55110, 1.06176], [0.43545, 5.80086, 0.30782], [0.92489, -1.32292, -6.35638], [1.32113, -4.73534, 6.15645], [-1.53831, 0.30009, -5.55472], [-3.80837, 4.87772, 0.36530], [1.36082, 1.01394, 1.36454]],
  "forces_ev_per_angstrom": [[-0.556, -0.248, -0.111], [-0.243, 0.246, -0.287], [-0.143, -0.136, 0.217], [-0.482, 0.129, 0.545], [-0.170, -0.155, 0.075], [0.593, 0.171, -1.084], [-0.038, 0.375, 0.482], [0.383, -0.164, 0.024], [0.219, -0.248, 0.431], [0.231, 0.111, 0.013], [-0.020, 0.396, -0.040], [0.467, -0.185, 0.082], [-0.370, 0.136, -1.323], [0.497, 0.025, 0.448], [-0.425, -0.084, 0.448], [-0.560, -0.352, -0.653], [-0.060, 1.179, -0.216], [0.198, -0.580, 0.677], [0.038, 0.145, -0.128], [-0.097, 0.170, -0.239], [-0.133, -0.233, 0.086], [-0.187, 0.126, 1.342], [0.365, 0.206, 0.080], [-0.343, -0.280, -0.353], [-0.273, -0.271, -0.007], [-0.176, -0.256, -0.503], [-0.191, 0.040, -0.024], [0.231, 0.461, 0.475], [0.677, 0.403, -0.374], [0.232, -0.939, 0.494], [-0.155, 0.119, -0.188], [-0.086, -0.055, 0.050], [-0.155, 0.084, -0.240], [0.137, 0.100, 0.129], [0.016, -0.239, -0.152], [0.302, 0.184, 0.139], [-0.083, 0.077, 0.045], [0.014, 0.123, 0.095], [0.145, -0.203, 0.193], [0.048, 0.281, -0.080], [0.083, -0.107, 0.021], [-0.050, -0.095, -0.069], [-0.214, 0.118, -0.096], [0.229, 0.126, -0.079], [-0.349, -0.378, 0.049], [-0.048, -0.144, 0.111], [-0.052, 0.148, -0.309], [-0.051, 0.108, 0.054], [0.483, -0.044, -0.053], [0.119, -0.390, -0.195]],
  "mulliken_charge": [1.47, -0.65, -0.76, -0.70, -0.77, 0.16, -0.97, 0.37, -0.99, 0.18, -0.37, -0.56, -0.37, -0.47, -0.63, -0.52, 0.31, 0.07, -0.46, -0.44, -0.34, 0.15, 0.10, -0.21, -0.63, -0.43, -0.12, -0.43, -0.68, 0.19, 0.29, 0.37, 0.42, 0.29, 0.29, 0.45, 0.33, 0.44, 0.35, 0.35, 0.31, 0.44, 0.37, 0.41, 0.36, 0.32, 0.35, 0.32, 0.35, 0.68]
}

---

{
  "formula": "C24H21Cl2NO4PdS3",
  "method": "ωB97M-V with the def2-TZVPD basis set",
  "total_charge": -2,
  "e_above_lowest_ev": 0.000,
  "orbital_gap_ev": 5.51,
  "e_tot_ev": -95938.4693,
  "species": ["Pd", "Cl", "Cl", "S", "S", "S", "O", "O", "O", "O", "N", "C", "C", "C", "C", "C", "C", "C", "C", "C", "C", "C", "C", "C", "C", "C", "C", "C", "C", "C", "C", "C", "C", "C", "C", "H", "H", "H", "H", "H", "H", "H", "H", "H", "H", "H", "H", "H", "H", "H", "H", "H", "H", "H", "H", "H"],
  "xyz": [[-13.94596, 7.49975, 5.25258], [-12.93782, 13.25788, 6.42846], [-17.38970, 13.40389, 9.45894], [-14.70666, 4.37974, 7.03708], [-10.59240, 3.03182, 4.81812], [-10.59751, 6.21878, 7.57317], [-15.73311, 8.48381, 4.92223], [-12.43133, 6.34740, 5.84048], [-14.80061, 8.68577, 10.40035], [-12.32286, 10.89880, 7.99520], [-16.41358, 6.84294, 3.39812], [-14.42936, 10.69119, 9.13176], [-15.80974, 5.82473, 2.57172], [-15.13169, 13.10643, 7.95204], [-12.27251, 4.99729, 5.90210], [-11.24696, 3.80956, 8.10888], [-14.10349, 9.36033, 9.65768], [-10.88343, 5.33364, 3.72837], [-15.62372, 3.05251, 6.45543], [-11.50323, 4.78457, 7.19894], [-13.49080, 4.10700, 5.82843], [-13.48879, 11.27247, 8.21578], [-13.81764, 3.07797, 5.01373], [-9.98255, 4.62805, 2.88939], [-15.04838, 8.75663, 2.62421], [-15.65113, 11.29934, 9.49959], [-14.02846, 12.48207, 7.56575], [-15.06231, 2.46646, 5.38546], [-15.52626, 7.90463, 3.82610], [-9.71323, 3.36712, 3.38968], [-15.92482, 12.54431, 8.98865], [-11.35743, 4.58563, 4.75886], [-9.89218, 5.49991, 8.95080], [-10.37930, 4.22948, 9.16878], [-17.22285, 6.31477, 4.44744], [-13.11433, 9.01392, 9.32291], [-9.09410, 2.56886, 3.00086], [-16.55698, 5.05605, 2.36765], [-17.81644, 5.51659, 4.07148], [-9.47243, 5.07247, 2.04332], [-11.56302, 2.78338, 7.97445], [-9.31088, 6.09463, 9.65504], [-16.63865, 5.88090, 5.31403], [-15.58391, 6.27017, 1.56854], [-14.89949, 5.37441, 3.00402], [-15.37965, 14.10249, 7.52912], [-16.30903, 10.76325, 10.17631], [-14.60003, 8.26351, 1.73283], [-13.21851, 2.75803, 4.18341], [-15.49886, 1.60559, 4.90318], [-17.93721, 7.03021, 4.84474], [-14.31784, 9.42065, 3.08515], [-15.90429, 9.35867, 2.24461], [-10.06734, 3.61813, 9.97139], [-16.62091, 2.87538, 6.87859], [-11.22293, 6.34666, 3.64677]],
  "forces_ev_per_angstrom": [[-1.493, -0.002, -0.557], [-0.237, 0.001, -0.062], [-0.087, 0.051, 0.023], [0.148, -0.283, -0.325], [0.056, 0.384, -0.500], [-0.217, -0.029, 0.207], [-0.097, 0.425, 0.372], [-0.040, -0.170, -0.187], [-0.092, 0.032, 0.079], [-0.353, -0.246, 0.151], [0.451, 0.556, 0.353], [-0.454, -0.955, 0.364], [0.128, 0.439, -1.194], [-1.587, 1.507, 0.701], [0.736, 0.132, -0.564], [0.109, -0.378, 0.063], [0.094, 0.598, -0.105], [-0.551, -0.297, 0.258], [-1.122, 0.662, 0.864], [0.858, 0.807, 0.491], [-0.474, 0.757, 1.006], [0.184, 0.767, -0.294], [-0.614, -0.379, 0.098], [0.624, -0.771, 0.610], [0.085, 0.275, 0.104], [0.830, 0.416, -0.492], [2.016, -0.808, -0.247], [0.509, -0.325, -0.546], [0.081, -0.512, -1.570], [-0.064, 0.260, -0.537], [-0.417, -0.340, -0.339], [0.687, -0.689, 0.360], [-0.562, -0.404, 0.572], [0.310, 0.902, -1.382], [0.356, -0.472, 1.705], [-0.004, -0.232, -0.029], [0.100, 0.302, -0.178], [0.070, -0.127, 0.149], [-0.501, -0.841, -0.566], [-0.116, -0.161, -0.047], [-0.371, 0.027, 0.194], [-0.023, -0.218, -0.336], [-0.323, 0.531, -0.672], [0.165, -0.410, 0.781], [-0.182, 0.083, -0.024], [0.044, -0.853, 0.330], [0.075, 0.181, 0.011], [-0.226, -0.049, 0.899], [0.127, -0.079, -0.141], [-0.015, -0.008, -0.231], [0.249, 0.394, 0.082], [0.067, 0.191, -0.391], [0.336, -0.304, 0.328], [0.140, -0.594, 0.780], [0.621, -0.106, -0.170], [-0.031, 0.361, -0.248]],
  "mulliken_charge": [-0.18, -0.26, -0.31, -0.06, 0.03, -0.03, -0.74, -1.30, -0.65, -0.79, 0.10, 0.23, -0.86, -0.51, 3.73, -0.39, -0.11, -0.69, -0.49, -0.54, -0.39, 0.22, -0.45, -0.59, -1.30, -0.67, 0.21, -0.81, 0.78, -0.47, 0.53, -0.76, -0.58, -0.61, -0.69, 0.40, 0.40, 0.40, 0.39, 0.37, 0.40, 0.37, 0.06, 0.25, 0.16, 0.31, 0.42, 0.32, 0.57, 0.36, 0.25, 0.33, 0.32, 0.45, 0.39, 0.50]
}

---

{
  "formula": "C24H21F3N4O3PdS2",
  "method": "ωB97M-V with the def2-TZVPD basis set",
  "total_charge": 0,
  "e_above_lowest_ev": 0.421,
  "orbital_gap_ev": [7.90, 7.90],
  "e_tot_ev": -70634.8261,
  "species": ["Pd", "S", "S", "F", "F", "F", "O", "O", "O", "N", "N", "N", "N", "C", "C", "C", "C", "C", "C", "C", "C", "C", "C", "C", "C", "C", "C", "C", "C", "C", "C", "C", "C", "C", "C", "C", "C", "H", "H", "H", "H", "H", "H", "H", "H", "H", "H", "H", "H", "H", "H", "H", "H", "H", "H", "H", "H", "H"],
  "xyz": [[-0.61706, -0.33343, 0.48510], [-2.04205, -2.22069, 0.60120], [2.33018, 0.05457, 0.44777], [-2.66614, -4.62492, 4.42843], [-2.96188, -4.46456, 2.29482], [-4.34551, -3.51299, 3.65409], [-2.69995, 0.55872, -1.76468], [1.69759, -1.22800, 0.87533], [1.61812, -0.88278, -2.08818], [-1.08395, -0.74250, 2.39376], [-1.05484, 1.91301, 0.86809], [-3.06393, 3.26054, 0.39511], [-0.52291, -0.18037, -1.51656], [4.50277, -1.60448, 0.38653], [-1.64935, 0.15658, -2.22947], [4.85824, 0.61850, -0.49275], [-0.22481, -0.51178, -6.13302], [6.66030, -0.96962, -0.46822], [-1.80281, -1.87948, 2.28255], [-3.04165, -3.78843, 3.44014], [2.60346, 0.98491, 1.96828], [-1.35241, -0.02195, -3.68625], [-1.54343, -0.07096, -6.04012], [5.82458, -1.91795, 0.10181], [-3.13492, 4.64134, 0.84212], [-1.15235, -0.80138, 4.74920], [-1.88504, -1.98021, 4.67511], [0.48689, -0.56029, -2.38165], [6.17720, 0.29744, -0.76896], [0.55193, -0.71055, -4.99527], [-2.13215, 0.18761, -4.80514], [-2.21342, -2.53631, 3.45304], [-0.75971, -0.21063, 3.56461], [-1.99672, 2.54879, 0.64527], [-4.28727, 2.60150, -0.04955], [4.04244, -0.33274, 0.09925], [-0.04785, -0.45920, -3.77877], [-0.89416, -0.35361, 5.69641], [1.64987, 1.43327, 2.24890], [-2.14091, 4.99064, 1.10905], [3.81890, -2.32947, 0.80726], [0.19848, -0.70226, -7.11095], [-3.79318, 4.73407, 1.71040], [4.46525, 1.59517, -0.74918], [-2.11648, 0.07137, -6.94738], [3.32945, 1.77389, 1.77605], [-0.19888, 0.71486, 3.53401], [-5.03415, 2.61973, 0.74909], [6.19921, -2.90981, 0.31825], [-4.67868, 3.12635, -0.92136], [6.82541, 1.02999, -1.23155], [1.57651, -1.05154, -5.05325], [-4.05667, 1.57894, -0.33039], [7.68838, -1.22119, -0.69304], [-2.20237, -2.47788, 5.58236], [2.96867, 0.30277, 2.73510], [-3.15369, 0.53158, -4.71891], [-3.52258, 5.26584, 0.03611]],
  "forces_ev_per_angstrom": [[-1.064, -0.086, -0.182], [0.261, 0.060, 0.067], [0.330, 0.324, -0.210], [0.010, -0.012, 0.046], [0.018, -0.018, 0.000], [-0.029, 0.022, -0.016], [0.015, -0.034, -0.012], [-0.091, -0.078, 0.326], [-0.033, -0.065, -0.021], [0.202, -0.119, 0.153], [0.217, -0.069, -0.067], [-0.097, 0.145, -0.071], [0.016, -0.078, -0.035], [0.012, 0.008, -0.023], [-0.134, 0.189, 0.038], [0.009, 0.019, 0.003], [-0.016, 0.009, -0.047], [0.015, 0.002, -0.007], [-0.032, 0.045, -0.023], [-0.024, -0.014, -0.033], [0.123, -0.016, 0.009], [-0.027, 0.014, -0.055], [0.000, 0.004, -0.022], [0.001, -0.043, 0.009], [-0.029, 0.053, -0.012], [-0.010, 0.011, -0.063], [0.059, 0.029, 0.033], [0.190, 0.046, 0.039], [0.023, 0.018, -0.017], [-0.070, 0.007, 0.061], [0.088, -0.044, 0.039], [-0.001, 0.023, -0.077], [-0.089, -0.026, 0.046], [0.276, -0.213, 0.086], [-0.104, -0.006, 0.059], [-0.039, 0.004, 0.077], [0.008, -0.010, -0.066], [-0.002, -0.011, 0.019], [0.013, -0.066, -0.016], [-0.001, 0.008, 0.000], [-0.015, -0.008, 0.013], [0.002, -0.001, -0.002], [0.014, 0.004, -0.010], [-0.015, 0.019, 0.001], [-0.001, 0.001, -0.003], [0.009, 0.017, -0.005], [0.016, -0.040, -0.003], [0.013, -0.004, -0.017], [0.003, -0.005, 0.002], [-0.008, -0.014, -0.003], [0.002, 0.005, -0.001], [0.017, -0.003, 0.002], [-0.010, -0.004, -0.035], [0.008, -0.001, -0.001], [-0.006, -0.007, -0.001], [-0.005, 0.008, 0.018], [-0.019, 0.005, 0.000], [-0.003, -0.006, 0.010]],
  "mulliken_charge": [-0.05, -0.45, 0.95, -0.27, -0.23, -0.25, -0.54, -0.63, -0.62, 0.05, -0.39, 0.08, 0.44, -0.35, -0.25, -0.51, -0.48, -0.37, 0.89, 0.70, -1.05, 0.43, -0.45, -0.60, -0.95, -1.09, -0.24, 0.01, -0.63, -0.37, -0.42, -0.22, -0.05, 0.50, -0.88, 0.25, 0.15, 0.40, 0.18, 0.33, 0.45, 0.39, 0.32, 0.39, 0.40, 0.49, 0.44, 0.31, 0.38, 0.33, 0.37, 0.50, 0.28, 0.38, 0.45, 0.32, 0.48, 0.32]
}

---

{
  "formula": "C24H21GeN3NiO",
  "method": "ωB97M-V with the def2-TZVPD basis set",
  "total_charge": 2,
  "orbital_gap_ev": 7.10,
  "e_tot_ev": -129290.4534,
  "species": ["Ge", "Ni", "O", "N", "N", "N", "C", "C", "C", "C", "C", "C", "C", "C", "C", "C", "C", "C", "C", "C", "C", "C", "C", "C", "C", "C", "C", "C", "C", "C", "H", "H", "H", "H", "H", "H", "H", "H", "H", "H", "H", "H", "H", "H", "H", "H", "H", "H", "H", "H", "H"],
  "xyz": [[-0.70232, -0.09916, 1.28251], [-1.21230, -0.07584, -1.31575], [2.17147, -1.47616, -2.46003], [0.44226, -0.10182, -1.90157], [-1.10224, 1.78743, -1.48061], [-1.13399, -1.96999, -1.35522], [-0.27125, -2.76272, 2.10384], [0.64459, 4.21254, 2.43367], [-1.89780, -4.20440, -1.16919], [2.41371, -2.88787, 1.37105], [-1.02828, 2.49631, 2.32172], [1.80554, -3.96326, 2.01261], [-1.92021, 4.01083, -1.35596], [0.34007, -1.67223, 1.47888], [1.03670, -1.32000, -2.09350], [0.08620, 2.23044, -1.93786], [0.05754, -2.41754, -1.79060], [0.46842, -3.90218, 2.38150], [0.31202, 3.58214, -2.12558], [-0.67193, -4.66713, -1.62003], [-0.70014, 4.47878, -1.83291], [-0.63555, 3.76290, 2.72627], [1.54248, 3.39937, 1.74666], [-2.08520, 2.65674, -1.18869], [0.33107, -3.75590, -1.93544], [-2.09713, -2.84098, -1.04131], [1.68623, -1.74249, 1.10656], [1.16229, 2.12941, 1.35558], [1.10356, 1.15895, -2.18407], [-0.12555, 1.66849, 1.64706], [1.27047, 3.91917, -2.49607], [2.54202, 3.75620, 1.53777], [-0.54435, 5.53990, -1.97445], [1.87694, 1.49068, 0.84964], [3.45616, -2.94453, 1.08869], [0.95214, 5.20061, 2.74947], [1.30657, -4.05774, -2.29186], [1.98404, 1.30941, -1.55231], [-1.31663, -2.72587, 2.39193], [2.17325, -0.90757, 0.61613], [0.00413, -4.73884, 2.88553], [-2.03203, 2.15423, 2.55039], [-1.32438, 4.39570, 3.26886], [-0.49811, -5.72945, -1.72743], [-2.21570, -0.29693, 1.47126], [-2.73156, 4.68480, -1.12340], [-2.69862, -4.88547, -0.91933], [1.44723, 1.17440, -3.22240], [-3.01528, 2.23773, -0.82265], [-3.03886, -2.43833, -0.68823], [2.38228, -4.85278, 2.22889]],
  "forces_ev_per_angstrom": [[0.500, -0.032, 0.351], [-0.562, -0.061, -0.255], [0.002, -0.040, 0.008], [0.211, 0.042, 0.216], [0.088, 0.060, 0.031], [0.013, 0.011, 0.005], [-0.082, -0.056, -0.015], [-0.001, -0.012, 0.000], [-0.034, 0.025, 0.023], [-0.002, -0.042, 0.003], [-0.091, 0.027, -0.020], [-0.002, 0.016, -0.004], [-0.031, -0.026, 0.016], [-0.038, 0.065, -0.076], [-0.048, 0.006, 0.004], [0.023, 0.010, 0.053], [0.020, -0.043, 0.042], [0.018, -0.010, -0.027], [-0.008, -0.026, 0.004], [0.035, -0.016, -0.010], [0.018, 0.017, -0.002], [0.019, 0.016, -0.022], [-0.009, 0.032, 0.003], [-0.019, 0.002, -0.061], [-0.002, 0.024, 0.021], [-0.030, -0.009, -0.050], [0.079, 0.126, 0.057], [0.111, -0.096, 0.064], [-0.089, 0.000, -0.081], [-0.060, -0.032, -0.130], [0.001, 0.000, -0.007], [0.004, -0.009, -0.012], [0.005, 0.001, -0.010], [0.005, 0.002, 0.024], [-0.002, 0.010, -0.013], [-0.002, 0.001, 0.006], [0.002, 0.000, -0.006], [0.000, -0.004, -0.005], [0.005, 0.005, 0.001], [0.003, -0.009, 0.009], [-0.005, 0.003, 0.006], [0.004, -0.001, 0.000], [-0.004, -0.004, 0.004], [0.005, 0.000, -0.005], [-0.047, -0.017, -0.140], [0.000, 0.002, 0.007], [0.000, 0.003, 0.005], [0.008, 0.035, 0.008], [-0.005, 0.017, -0.006], [-0.005, -0.007, -0.018], [-0.001, -0.001, 0.004]],
  "mulliken_charge": [0.33, -0.51, -0.59, 0.17, 0.03, -0.06, -0.26, -0.48, -0.76, -0.81, -0.25, -0.48, -0.84, 0.65, -0.25, 0.54, 1.04, -0.75, -0.94, -0.35, -0.25, -0.70, -0.92, 0.10, -0.61, 0.15, -0.02, 0.11, -0.58, 0.27, 0.54, 0.47, 0.47, 0.36, 0.46, 0.45, 0.56, 0.37, 0.42, 0.19, 0.46, 0.42, 0.45, 0.49, 0.05, 0.47, 0.47, 0.53, 0.47, 0.47, 0.45]
}